(1)
# CH5N2O

A gas-phase ion, CH5N2O (charge +1) (ωB97M-V with the def2-TZVPD basis set, the OMol25 dataset).

Structure (XYZ):
```
9
Properties=species:S:1:pos:R:3:lowdin_charge:R:1
N 0.382 -1.033 0.877 0.190
C 0.331 -0.449 -0.428 -0.413
N -0.463 0.945 -0.300 0.217
O 0.798 -0.580 -1.502 0.200
H -0.323 -1.150 1.527 0.084
H 1.205 -1.701 0.859 0.164
H -1.200 1.146 0.429 0.179
H -1.024 1.134 -1.188 0.189
H 0.294 1.688 -0.274 0.190
```

- LUMO (eV) = -4.3
- spin multiplicity = 1
- HOMO energy (eV) = -16.42
- molar mass (g/mol) = 61.06
- structure (SMILES) = NC([NH3+])=O
- energy above the lowest of the compared OMol25 structures with the same formula, charge and spin (kJ/mol) = 72.5
- total charge = +1

---

(2)
# C28H45BrN5O2PSTe4W

A molecular structure, C28H45BrN5O2PSTe4W (ωB97M-V with the def2-TZVPD basis set, the OMol25 dataset).

Structure (XYZ):
```
88
Properties=species:S:1:pos:R:3:lowdin_spin:R:1
W -0.366 1.048 -0.671 -0.002
O 0.466 2.003 -1.808 -0.001
N -1.958 1.346 -2.475 0.000
C -1.957 1.304 -3.808 0.000
C -2.920 1.953 -4.553 0.000
C -3.891 2.691 -3.883 0.000
C -3.867 2.776 -2.503 0.000
C -2.861 2.091 -1.834 0.000
S -2.509 2.128 -0.118 0.000
H -1.168 0.726 -4.273 0.000
H -2.907 1.891 -5.631 0.000
H -4.655 3.216 -4.442 0.000
H -4.582 3.372 -1.955 0.000
O -2.185 -3.947 5.680 0.000
C -2.260 -3.026 4.702 0.000
C -3.367 -2.203 4.503 0.000
C -3.331 -1.312 3.450 0.000
N -2.294 -1.177 2.619 0.000
C -1.246 -1.938 2.863 0.000
Br 0.294 -1.683 1.771 0.002
C -1.164 -2.895 3.858 0.000
H -2.986 -3.943 6.216 0.000
H -4.236 -2.263 5.146 0.000
H -4.180 -0.665 3.257 0.000
H -0.285 -3.506 3.995 0.000
Te 0.726 -1.021 -2.369 -0.003
Te 0.262 -3.413 -1.456 0.022
Te 4.161 -2.794 -1.025 0.756
Te 3.086 -0.444 -1.001 0.209
C 3.327 3.436 3.265 0.000
C 2.632 2.422 2.341 0.000
C 3.455 2.343 1.037 0.003
C 2.661 1.046 3.023 0.002
P 0.853 2.860 1.942 0.001
N 0.290 1.741 0.885 0.006
C 0.781 4.588 1.220 0.000
C 1.922 4.826 0.220 0.000
C -0.512 4.826 0.432 0.000
C 0.883 5.652 2.327 0.000
C -0.226 2.726 3.463 0.000
C 0.406 3.296 4.739 0.000
C -0.560 1.245 3.685 0.000
C -1.574 3.424 3.217 0.000
H 4.329 3.048 3.462 0.000
H 2.836 3.569 4.225 0.000
H 3.454 4.406 2.789 0.000
H 4.106 1.472 1.087 0.002
H 4.099 3.212 0.923 0.000
H 2.852 2.254 0.137 0.000
H 3.701 0.718 3.070 0.000
H 2.097 0.296 2.467 0.002
H 2.289 1.089 4.046 0.000
H 1.919 4.097 -0.589 0.000
H 2.902 4.849 0.689 0.000
H 1.754 5.809 -0.225 0.000
H -0.551 4.200 -0.455 0.000
H -0.497 5.868 0.106 0.000
H -1.419 4.669 1.006 0.000
H 1.761 5.536 2.957 0.000
H 0.001 5.687 2.962 0.000
H 0.964 6.624 1.835 0.000
H 1.210 2.662 5.112 0.000
H -0.370 3.313 5.508 0.000
H 0.778 4.312 4.632 0.000
H 0.309 0.611 3.829 0.000
H -1.141 0.854 2.853 0.000
H -1.173 1.180 4.589 0.000
H -1.508 4.509 3.198 0.000
H -2.232 3.153 4.046 0.000
H -2.052 3.082 2.300 0.000
N -1.776 -0.638 -0.643 0.000
C -2.593 -1.457 -0.661 0.001
N -3.521 -2.357 -0.653 0.000
C -3.530 -3.506 -1.577 0.000
C -3.506 -4.801 -0.786 0.000
C -4.648 -4.834 0.225 0.000
C -4.584 -3.620 1.149 0.000
C -4.592 -2.320 0.357 0.000
H -2.668 -3.416 -2.234 0.000
H -4.443 -3.433 -2.175 0.000
H -2.540 -4.881 -0.279 0.000
H -3.575 -5.639 -1.481 0.000
H -4.613 -5.753 0.811 0.000
H -5.606 -4.838 -0.308 0.000
H -3.665 -3.665 1.741 0.000
H -5.424 -3.614 1.846 0.000
H -4.429 -1.450 0.990 0.000
H -5.543 -2.193 -0.168 0.000
```

- LUMO (alpha / beta) (eV) = -3.3 / -3.7
- spin multiplicity = 2
- HOMO energy (alpha / beta) (eV) = -9.05 / -9.07
- molar mass (g/mol) = 1320.89
- ⟨S²⟩ = 0.7578
- energy above the lowest of the compared OMol25 structures with the same formula, charge and spin (kJ/mol) = 0.0
- total charge = +1

---

(3)
# C21H29Cl39NO3

14 unconnected molecules or ions with the total composition C21H29Cl39NO3 (ωB97M-V with the def2-TZVPD basis set, the OMol25 dataset).

Structure (XYZ):
```
93
Properties=species:S:1:pos:R:3:lowdin_charge:R:1
C -2.378 0.425 -0.512 -0.139
C -2.153 0.467 0.989 -0.271
C -1.725 1.808 1.555 -0.201
C -0.406 2.404 1.015 -0.190
N 0.428 1.467 0.251 -0.004
C 1.810 1.435 0.741 -0.262
C 1.929 0.707 2.094 -0.163
O 0.767 -0.022 2.431 -0.168
C 0.529 -0.090 3.816 -0.124
C 2.669 0.637 -0.276 -0.632
O 2.238 -0.503 -0.589 -0.022
O 3.758 1.186 -0.643 -0.162
H -2.923 -0.489 -0.741 0.025
H -3.027 1.245 -0.810 0.061
H -1.462 0.383 -1.078 0.031
H -3.118 0.246 1.448 0.099
H -1.485 -0.314 1.326 0.089
H -1.610 1.674 2.627 0.079
H -2.522 2.540 1.439 0.063
H 0.162 2.729 1.883 0.107
H -0.631 3.310 0.454 0.098
H 0.538 1.878 -0.667 0.029
H 2.233 2.439 0.829 0.066
H 2.215 1.412 2.875 0.114
H 2.757 0.003 1.999 0.123
H 1.384 0.241 4.401 0.084
H -0.325 0.540 4.069 0.078
H 0.319 -1.110 4.114 -0.001
C -0.951 -4.044 5.185 -1.531
Cl -0.685 -3.963 3.450 0.545
Cl -0.913 -2.438 5.918 0.560
Cl -2.481 -4.852 5.550 0.504
H -0.154 -4.628 5.622 0.011
C 3.072 -3.637 -0.929 -1.510
Cl 4.064 -4.315 0.374 0.515
Cl 3.985 -3.578 -2.441 0.533
Cl 1.595 -4.574 -1.143 0.521
H 2.787 -2.617 -0.673 -0.019
C 0.310 2.269 -3.960 -1.547
Cl 0.699 0.690 -4.637 0.543
Cl -1.281 2.232 -3.175 0.532
Cl 1.546 2.776 -2.817 0.616
H 0.275 2.983 -4.768 -0.035
C 1.570 -8.668 -1.215 -1.577
Cl 0.764 -9.180 -2.701 0.520
Cl 0.426 -8.520 0.114 0.520
Cl 2.863 -9.793 -0.794 0.500
H 2.009 -7.692 -1.388 -0.042
C 5.909 -6.809 -2.480 -1.528
Cl 6.709 -7.549 -1.093 0.529
Cl 7.010 -6.721 -3.863 0.522
Cl 4.456 -7.709 -2.909 0.502
H 5.619 -5.803 -2.210 -0.047
C -1.961 3.285 -7.953 -1.542
Cl -1.477 4.949 -8.299 0.517
Cl -0.882 2.143 -8.754 0.528
Cl -2.006 2.991 -6.217 0.548
H -2.957 3.139 -8.347 0.008
C -3.370 -4.826 0.375 -1.545
Cl -2.857 -3.151 0.212 0.569
Cl -2.207 -5.909 -0.391 0.507
Cl -3.579 -5.255 2.074 0.494
H -4.323 -4.942 -0.123 0.009
C 6.153 0.387 -0.808 -1.542
Cl 7.189 1.810 -0.991 0.485
Cl 6.703 -0.905 -1.881 0.486
Cl 6.141 -0.158 0.870 0.518
H 5.133 0.671 -1.080 -0.068
C -4.090 5.454 2.294 -1.561
Cl -3.071 4.882 3.616 0.529
Cl -3.204 5.446 0.769 0.542
Cl -5.558 4.485 2.175 0.499
H -4.379 6.473 2.510 0.001
C 5.368 5.191 0.652 -1.549
Cl 6.521 5.353 1.987 0.500
Cl 4.374 3.759 0.835 0.613
Cl 4.372 6.649 0.519 0.500
H 5.934 5.091 -0.264 0.006
C 6.532 -10.684 -5.378 -1.553
Cl 5.773 -11.163 -6.900 0.516
Cl 5.347 -10.585 -4.084 0.510
Cl 7.841 -11.795 -4.958 0.515
H 6.960 -9.700 -5.513 -0.002
C -8.112 6.642 4.844 -1.535
Cl -6.403 6.368 5.186 0.529
Cl -8.461 8.368 4.744 0.500
Cl -8.603 5.824 3.359 0.511
H -8.687 6.227 5.660 0.011
C -10.673 10.670 2.157 -1.550
Cl -10.234 9.121 1.442 0.521
Cl -12.242 10.570 2.959 0.520
Cl -9.430 11.218 3.283 0.502
H -10.748 11.399 1.362 0.009
```

- LUMO (eV) = 1.4
- spin multiplicity = 1
- HOMO energy (eV) = -5.74
- molar mass (g/mol) = 1726.13
- total charge = -1

---

(4)
# C24H45F3N4O8

A molecular structure, C24H45F3N4O8 (ωB97M-V with the def2-TZVPD basis set, the OMol25 dataset).

Structure (XYZ):
```
84
Properties=species:S:1:pos:R:3:lowdin_charge:R:1
C 0.561 -0.347 0.779 -0.152
C 0.435 -0.914 -0.607 -0.069
N 0.343 -1.406 -1.630 0.120
H 0.669 0.737 0.761 0.054
H 1.474 -0.653 1.291 -0.001
H -0.330 -0.606 1.350 -0.070
C -3.908 0.972 0.990 -0.009
C -2.576 0.309 1.190 -0.035
N -1.507 -0.140 1.368 0.150
H -4.342 0.742 0.017 0.106
H -3.716 2.042 0.915 -0.009
H -4.516 0.787 1.876 0.111
C 3.314 0.507 1.614 -0.053
C 2.831 1.428 2.629 -0.234
N 2.388 2.222 3.348 0.189
H 3.328 -0.494 2.044 0.078
H 4.272 0.863 1.236 0.096
H 2.623 0.566 0.773 0.052
C 0.785 -0.306 4.167 -0.052
C 1.224 -1.318 3.216 -0.249
N 1.565 -2.132 2.477 0.150
H 1.478 0.505 3.942 0.056
H 0.802 -0.652 5.200 0.115
H -0.204 0.083 3.925 0.060
C -1.640 -1.124 6.242 -0.077
O -0.837 0.017 5.913 -0.270
C -1.580 1.216 5.699 -0.172
C -0.639 2.283 5.116 -0.174
O 0.110 1.885 4.016 -0.266
C -0.529 1.504 2.761 -0.165
C -1.422 2.646 2.140 -0.098
O -2.728 2.714 2.786 -0.177
C -3.619 3.714 2.385 -0.105
H -2.094 -1.656 5.406 0.091
H -2.397 -0.782 6.949 0.084
H -1.109 -1.883 6.817 0.088
H -1.947 1.586 6.656 0.127
H -2.421 1.060 5.023 0.119
H -0.055 2.612 5.976 0.134
H -1.178 3.211 4.926 0.122
H -1.181 0.655 2.965 0.091
H 0.169 1.271 1.958 0.079
H -1.508 2.400 1.082 0.083
H -0.944 3.607 2.333 0.147
H -4.521 3.658 2.994 0.105
H -3.981 3.624 1.361 0.080
H -3.227 4.729 2.449 0.104
C 0.870 -3.375 -8.340 -0.103
O 1.452 -3.561 -7.038 -0.181
C 0.884 -4.718 -6.422 -0.207
C 1.394 -4.949 -4.976 -0.204
O 1.503 -3.655 -4.458 -0.148
C 1.790 -3.616 -3.018 -0.093
C 1.993 -2.097 -2.634 -0.240
O 2.875 -1.524 -3.571 -0.113
C 3.332 -0.298 -3.057 -0.164
H 1.220 -2.543 -8.952 0.082
H -0.185 -3.136 -8.209 0.080
H 1.019 -4.296 -8.902 0.080
H 0.938 -5.621 -7.031 0.115
H -0.177 -4.472 -6.385 0.112
H 2.378 -5.412 -5.049 0.122
H 0.658 -5.595 -4.496 0.122
H 2.671 -4.223 -2.813 0.123
H 0.862 -3.876 -2.508 0.116
H 2.364 -2.175 -1.612 0.127
H 1.041 -1.570 -2.571 -0.083
H 4.102 -0.388 -2.290 0.093
H 2.562 0.363 -2.658 -0.014
H 3.814 0.230 -3.880 0.109
C 1.206 1.041 -3.016 -0.110
C 0.834 1.996 -1.951 -0.164
O -0.522 1.854 -1.526 0.019
C -1.311 2.930 -1.246 -0.357
O -0.987 4.066 -1.266 0.204
C -2.777 2.491 -0.928 -0.474
F -3.103 1.187 -1.052 0.110
F -3.006 2.973 0.308 -0.041
F -3.587 3.154 -1.736 0.211
H 2.181 1.130 -3.495 0.078
H 0.540 1.142 -3.873 0.123
H 1.085 -0.020 -2.800 0.053
H 1.000 2.997 -2.350 0.137
H 1.375 1.826 -1.020 0.123
```

- LUMO (eV) = 0.4
- spin multiplicity = 1
- HOMO energy (eV) = -7.39
- molar mass (g/mol) = 574.64